Formula: C16H30BBr2ClF3N4O7S
Source: the Open Molecules 2025 dataset
Level of theory: wB97M-V/def2-TZVPD

The geometry in XYZ format:
```
65
Properties=species:S:1:pos:R:3:nbo_charge:R:1
O 3.306 -1.617 1.389 -0.9771
S 3.375 -3.037 1.573 2.3748
O 3.848 -3.755 0.443 -0.9371
O 4.273 -3.333 2.865 -0.8621
C 1.747 -3.598 2.059 -0.6722
C 0.898 -3.911 0.815 -0.4078
C -0.053 -2.737 0.465 -0.4213
C -0.458 -2.886 -1.013 -0.2066
N -0.800 -1.593 -1.671 -0.3905
C -2.161 -1.405 -2.158 -0.2205
C -3.094 -0.580 -1.211 -0.4531
C -2.530 -0.356 0.201 -0.0563
O -3.466 0.423 0.956 -0.7067
C 0.212 -0.760 -1.782 0.5861
N 1.449 -0.944 -1.365 -0.5215
C 2.200 0.096 -1.666 0.6047
C 3.637 0.183 -1.318 -0.8546
B 4.367 -1.259 -1.300 1.1418
O 5.475 -1.478 -0.526 -0.8774
O 3.875 -2.239 -2.095 -0.8764
N 1.437 0.976 -2.299 -0.2030
C 1.965 2.241 -2.799 -0.2342
C 1.455 3.497 -2.071 -0.5046
C 1.829 3.554 -0.590 0.2574
F 1.638 2.374 0.058 -0.3424
Br 3.653 4.157 -0.281 0.0634
C 0.885 4.578 0.121 0.6048
F 1.172 4.680 1.401 -0.2990
F -0.363 4.103 0.042 -0.3223
Br 0.927 6.344 -0.712 0.0338
N 0.189 0.468 -2.365 -0.2194
Cl -0.996 1.421 -3.095 0.2554
H 5.112 -2.860 2.703 0.5154
H 1.892 -4.540 2.602 0.2575
H 1.241 -2.929 2.755 0.2599
H 0.280 -4.773 1.085 0.2218
H 1.502 -4.213 -0.042 0.2412
H -0.903 -2.834 1.146 0.2120
H 0.431 -1.782 0.671 0.2306
H 0.382 -3.281 -1.591 0.2239
H -1.280 -3.599 -1.076 0.2246
H -2.629 -2.383 -2.257 0.2303
H -2.200 -0.979 -3.162 0.2203
H -4.020 -1.152 -1.082 0.2202
H -3.396 0.376 -1.654 0.2114
H -1.543 0.113 0.207 0.1672
H -2.519 -1.336 0.693 0.1694
H -4.273 0.441 0.425 0.4694
H 3.680 0.553 -0.282 0.2901
H 4.198 0.902 -1.920 0.2528
H 5.793 -0.620 -0.213 0.4919
H 4.442 -3.016 -1.951 0.5105
H 1.637 2.334 -3.842 0.2395
H 3.050 2.268 -2.823 0.2586
H 1.954 4.347 -2.543 0.2717
H 0.392 3.676 -2.236 0.2536
C -5.410 2.559 4.343 -0.6327
C -5.881 2.455 2.905 -0.0632
O -6.969 1.541 2.790 -0.7249
H -5.102 1.581 4.714 0.2131
H -4.571 3.250 4.432 0.2122
H -6.219 2.908 4.989 0.2007
H -5.077 2.087 2.268 0.1775
H -6.199 3.433 2.529 0.1542
H -7.686 1.867 3.344 0.4635
```

Computed properties:
Charge: +1
LUMO energy: -3.1 eV
Total energy: -209637.587 eV
E_HOMO: -11.74 eV
Orbital gap: 8.64 eV